[1]
Here is C24H29BrN3OZn as an isolated structure from the Open Molecules 2025 dataset. Energies are from ωB97M-V/def2-TZVPD.

The strongest force on any atom is 0.3 eV Å⁻¹. The value obtained for the LUMO energy is -3.16 eV. The HOMO-LUMO gap comes out at 7.13 eV. The total charge is +1. The calculation puts the HOMO energy at -10.3 eV. The value obtained for the energy above the lowest of the compared OMol25 structures with the same formula, charge and spin is 0.0 kcal/mol. As for the spin multiplicity: 1.

The geometry in XYZ format:
```
59
Properties=species:S:1:pos:R:3:forces:R:3:mulliken_charge:R:1
Zn -0.09844 -0.21689 -0.08205 0.0 0.0 0.2 0.942
C 0.55593 4.41703 -6.12917 0.0 0.0 0.0 -1.601
C 1.72843 3.92090 -5.26933 0.0 0.0 0.0 2.023
C 2.82394 3.34858 -6.18171 0.0 0.0 0.0 -1.598
C 2.30705 5.11086 -4.50475 0.0 0.0 0.0 -2.131
C 1.23303 2.82225 -4.33074 0.0 0.0 0.0 -0.657
C 1.31023 2.91487 -2.95544 0.0 0.0 0.1 -0.468
C 0.83164 1.85754 -2.19885 0.0 0.0 0.1 0.083
Br 0.96489 2.05217 -0.26781 0.0 0.0 -0.1 -0.250
C 0.26985 0.68339 -2.69706 0.0 0.0 0.1 1.637
O -0.17395 -0.30116 -1.91733 0.0 0.0 -0.3 -1.583
C 0.19280 0.59308 -4.10933 0.0 0.0 -0.1 -0.538
C 0.67088 1.65464 -4.86085 0.0 -0.1 0.0 0.021
C -0.41093 -0.65459 -4.76891 0.0 0.0 0.0 1.948
C -0.39840 -0.55749 -6.29893 0.0 0.0 0.0 -2.157
C -1.87524 -0.82107 -4.33174 0.0 0.0 0.0 -1.572
C 0.40406 -1.89872 -4.38097 0.0 0.0 0.0 -1.575
H 0.89126 5.21376 -6.79824 0.0 0.0 0.0 0.460
H -0.24586 4.81279 -5.50054 0.0 0.0 0.0 0.358
H 0.14121 3.61620 -6.74479 0.0 0.0 0.0 0.317
H 3.19981 4.12662 -6.85127 0.0 0.0 0.0 0.458
H 2.44684 2.53038 -6.79872 0.0 0.0 0.0 0.321
H 3.66244 2.97070 -5.59112 0.0 0.0 0.0 0.357
H 2.64563 5.86573 -5.21664 0.0 0.0 0.0 0.425
H 3.16758 4.82012 -3.89646 0.0 0.0 0.0 0.407
H 1.55934 5.57761 -3.85814 0.0 0.0 0.0 0.408
H 1.72879 3.78103 -2.46050 0.0 0.0 -0.1 0.524
H 0.60727 1.57747 -5.93645 0.0 0.0 0.0 0.364
H -0.99117 0.28630 -6.66047 0.0 0.0 0.0 0.397
H -0.83689 -1.46821 -6.71100 0.0 0.0 0.0 0.440
H 0.61619 -0.47148 -6.69553 0.0 0.0 0.0 0.397
H -2.45775 0.05854 -4.61836 0.0 0.0 0.0 0.341
H -1.95962 -0.96148 -3.25554 0.0 0.0 0.0 0.217
H -2.31197 -1.69078 -4.82957 0.0 0.0 0.0 0.463
H 1.44282 -1.78583 -4.70241 0.0 0.0 0.0 0.343
H -0.00867 -2.77977 -4.87938 0.0 0.0 0.0 0.465
H 0.38664 -2.07084 -3.30626 0.0 0.0 0.0 0.210
N -0.75681 -1.73486 2.66683 0.1 0.1 -0.1 -0.194
C -1.80182 -0.92793 2.23315 0.1 -0.1 -0.1 0.987
C -2.95664 -0.89320 3.02011 -0.1 0.0 0.1 -0.791
C -4.01730 -0.11942 2.61957 0.0 0.0 0.0 -0.327
C -3.92871 0.61849 1.43810 0.0 0.0 0.0 -0.782
C -2.76827 0.53760 0.72054 0.1 0.0 0.0 -0.082
N -1.71400 -0.21965 1.10687 -0.1 0.0 0.0 -0.206
C 0.51722 -2.01563 2.18791 -0.1 0.1 -0.1 0.990
C 1.30692 -2.89292 2.93673 0.0 -0.1 0.1 -0.798
C 2.56597 -3.20840 2.48999 0.0 0.0 0.0 -0.325
C 3.03827 -2.65162 1.30037 0.0 0.0 0.0 -0.780
C 2.21196 -1.79995 0.62216 0.0 0.0 0.0 -0.081
N 0.96929 -1.47865 1.05424 0.0 -0.1 0.0 -0.207
H -0.96735 -2.21926 3.52178 0.0 0.0 0.1 0.126
H -3.00332 -1.47417 3.93308 0.0 0.0 0.0 0.363
H -4.91637 -0.08572 3.22161 0.0 0.0 0.0 0.425
H -4.74334 1.23682 1.09099 0.0 0.0 0.0 0.433
H -2.63935 1.08313 -0.20627 0.0 0.0 0.0 0.417
H 0.91970 -3.31362 3.85667 0.0 0.0 0.0 0.364
H 3.18543 -3.88738 3.06203 0.0 0.0 0.0 0.425
H 4.02236 -2.87820 0.91734 0.0 0.0 0.0 0.434
H 2.51887 -1.33853 -0.30841 0.0 0.0 0.0 0.414
```
Positions in Å, forces in eV/Å.

[2]
Here is C3H3BrN3 as an isolated structure from the Open Molecules 2025 dataset. Energies are from ωB97M-V/def2-TZVPD.

The strongest force on any atom is 4.0 eV Å⁻¹. The value obtained for the LUMO energy is -6.31 eV. The HOMO-LUMO gap comes out at 8.35 eV. The total charge is +1. The calculation puts the HOMO energy at -14.7 eV. The value obtained for the energy above the lowest of the compared OMol25 structures with the same formula, charge and spin is 25.2 kcal/mol. As for the spin multiplicity: 1.

The geometry in XYZ format:
```
10
Properties=species:S:1:pos:R:3:forces:R:3:mulliken_charge:R:1
C -0.45796 1.58932 -0.00674 -2.1 -3.4 0.0 0.078
C -1.61357 -0.01069 -0.00561 3.1 2.4 0.0 0.232
C 0.54535 -0.37837 0.01139 -0.3 0.6 0.0 0.587
N 0.64158 1.02165 0.01778 1.2 0.7 0.0 -0.388
N -0.69850 -0.90204 0.01076 -1.4 -0.9 0.0 -0.413
N 1.62196 -1.09125 -0.00462 -0.1 0.1 0.1 -0.215
Br -3.39544 -0.10546 -0.00572 -0.3 -0.2 0.0 0.106
H -0.74783 2.61650 -0.01626 0.0 0.5 0.0 0.406
H 2.53019 -0.63402 0.00189 -0.2 0.0 0.0 0.302
H 1.57421 -2.10563 -0.00287 -0.1 0.1 0.0 0.304
```
Positions in Å, forces in eV/Å.

Q: Look up the energy above the lowest of the compared OMol25 structures with the same formula, charge and spin of the second one.
A: 25.2 kcal/mol